[1]
ORCA calculation (ωB97M-V/def2-TZVPD) on C5H10N2 as an isolated structure.

```
17
Properties=species:S:1:pos:R:3:forces:R:3:mulliken_charge:R:1
C -0.02562 0.04625 1.35880 -2.504 -1.134 1.502 -0.868
C 0.59978 -0.58212 0.16223 4.029 3.795 -0.934 0.221
C -0.81921 0.06617 0.01589 2.157 -0.691 0.983 0.698
C 2.34393 0.25485 -0.45530 -3.316 -0.811 0.924 -0.870
C -1.55409 1.25768 -0.48540 4.265 1.600 1.818 -1.409
N 0.07950 -1.91886 -0.00099 -1.790 2.256 1.982 -0.445
N -1.17404 -1.24001 -0.40546 -1.561 -2.993 -1.125 -0.348
H -0.51773 -0.61585 2.16561 1.169 0.712 -1.216 0.232
H 0.18714 1.03408 1.79314 0.471 -0.458 -0.799 0.332
H 3.12440 -0.31363 0.03368 0.039 -0.021 -0.002 0.314
H 2.24947 1.28644 -0.04862 0.013 -0.892 -0.162 0.246
H 2.44815 0.30131 -1.55463 -0.320 -0.372 0.649 0.302
H -1.51169 2.02563 0.31148 0.137 -0.105 -0.584 0.334
H -2.49928 1.00486 -0.52035 -5.075 -1.337 -0.479 0.470
H -1.26394 1.69080 -1.41274 0.468 0.125 -0.840 0.280
H 0.32471 -2.44544 -0.76218 1.419 -1.046 -2.406 0.294
H -1.99149 -1.85217 -0.19517 0.398 1.372 0.690 0.218
```
Positions in Å, forces in eV/Å.

## Properties
E: -305.80945 a.u.
2S+1: 1
Energy above the lowest of the compared OMol25 structures with the same formula, charge and spin: 562.9 kJ/mol
LUMO: 1.10 eV
Charge: 0

[2]
ORCA calculation (ωB97M-V/def2-TZVPD) on C6H13N3 as an isolated structure.

```
22
Properties=species:S:1:pos:R:3:forces:R:3:mulliken_charge:R:1
C -0.84245 0.97870 -0.50770 2.937 -0.210 -0.969 -0.832
C -0.06515 0.09651 0.51796 0.210 -0.714 0.660 0.919
C 1.34172 0.67663 0.92306 0.305 1.213 1.391 -0.702
C 1.47145 -0.70365 -1.09990 -2.699 -1.298 -3.859 -0.850
C 0.44293 -1.19505 -0.08584 1.379 -0.081 -1.127 -0.243
C -1.18315 -0.96764 1.06507 -0.783 1.548 -0.701 -0.672
H -2.43801 1.27795 0.63840 -0.077 -0.104 0.323 0.205
H -2.15624 2.47286 -0.30952 -1.563 2.697 -2.282 0.225
H -1.36756 0.33289 -1.18437 -0.497 -0.458 -0.368 0.322
H -0.05658 1.44172 -1.24879 -1.530 0.077 1.845 0.393
H 1.89063 0.10266 1.76723 -1.253 0.714 -1.121 0.287
H 1.36798 1.81097 1.23212 -0.092 -2.123 -0.868 0.292
H 3.05907 0.39235 -0.45292 -1.373 0.517 0.820 0.279
H 2.02698 -1.59779 -1.68497 -0.088 2.247 2.038 0.314
H 0.85979 -0.27604 -1.99435 0.851 -0.710 1.002 0.232
H 1.08403 -1.82118 0.61155 -1.184 0.672 -0.126 0.348
H -1.55009 -1.45498 -0.95673 1.892 -0.592 1.950 0.395
H -2.25008 -0.75856 1.01216 -0.121 0.925 0.347 0.343
H -1.03310 -1.33159 2.07285 0.678 -0.870 -0.146 0.235
N -1.71037 1.84004 0.22823 1.395 -1.425 2.151 -0.573
N 2.01706 0.45730 -0.40041 2.294 -0.541 -0.199 -0.321
N -0.90888 -1.77408 -0.14313 -0.682 -1.483 -0.760 -0.594
```
Positions in Å, forces in eV/Å.

## Properties
E: -400.52142 a.u.
2S+1: 1
Energy above the lowest of the compared OMol25 structures with the same formula, charge and spin: 450.5 kJ/mol
LUMO: 0.98 eV
Charge: 0

[3]
ORCA calculation (ωB97M-V/def2-TZVPD) on a 11-piece molecular cluster, C36H64BCl20FO4 overall.

```
126
Properties=species:S:1:pos:R:3:forces:R:3:mulliken_charge:R:1
C 3.37200 -1.02251 2.42442 -0.023 -0.015 -0.583 -1.202
C 3.11944 -0.71299 0.83885 1.167 -0.191 1.522 1.738
C 4.43903 0.10329 0.36002 -0.599 -1.391 -0.962 -0.891
C 3.07451 -2.14693 0.12242 -1.095 -0.356 0.585 -1.409
C 1.76137 0.13679 0.77802 0.747 0.189 -0.088 -1.192
C 1.05096 0.23872 -0.65194 -1.467 1.118 -0.232 2.766
C 2.02304 0.55662 -1.88270 -0.069 -0.180 0.122 -1.400
C 0.13339 -1.06234 -1.02533 0.779 1.007 0.039 -1.141
C -0.02375 1.45779 -0.52620 -2.101 1.976 0.586 -0.496
C -1.08360 1.34008 0.61872 -0.592 2.757 -1.726 -0.225
C -2.20857 2.38164 0.86495 2.554 0.431 -3.081 -0.413
C -2.27660 3.59034 -0.10260 2.812 -2.517 -0.489 0.440
O -3.29513 4.58365 0.02287 0.589 -1.609 -0.661 -0.649
C -4.62463 4.02428 0.18401 -1.220 -0.735 0.168 -0.572
C -5.02154 2.87386 -0.86266 -1.348 0.642 0.234 -0.376
O -5.22070 1.65129 -0.10005 1.154 -0.004 -1.784 -0.226
C -5.19409 0.47047 -0.93699 -0.604 -1.775 0.721 -0.323
C -4.41049 -0.75768 -0.20204 -0.053 -0.162 -0.283 0.446
B -5.07820 -2.21816 -0.58356 0.362 -0.448 -0.428 0.044
C -6.50319 -2.72491 0.01613 -0.580 -0.531 0.796 -0.525
C -6.33062 -3.03804 1.61014 0.092 0.969 0.256 -0.372
C -6.83922 -1.77863 2.50145 0.330 -0.739 -0.761 -0.216
F -5.89787 -1.48136 3.56412 -1.220 -0.246 -1.441 -0.376
C -4.27882 -3.25883 -1.58445 0.344 -0.029 0.356 0.282
C -3.46269 -2.49550 -2.74892 -0.545 -0.907 0.058 0.812
C -2.84005 -3.48288 -3.86306 0.988 0.183 0.456 -0.602
C -1.29624 -3.86355 -3.53158 -0.344 0.645 -1.500 -0.031
O -1.23468 -5.01218 -2.60057 1.904 1.442 0.995 -0.195
C -0.23909 -4.77800 -1.61414 -1.775 1.034 4.052 0.142
O -0.59084 -4.51203 -0.43004 1.409 -1.285 -4.810 -0.462
C -1.20884 3.73657 -1.23450 -0.205 -2.245 1.678 -0.843
C -0.07375 2.67767 -1.47449 -3.064 -0.327 3.386 -0.252
H 3.10125 -0.09324 3.05894 0.413 -1.646 -0.923 0.124
H 2.76632 -1.95044 2.73514 0.657 1.563 -0.242 0.347
H 4.47726 -1.28522 2.59482 -1.723 0.486 -0.298 0.220
H 4.55992 -0.15059 -0.76371 -0.086 0.839 1.717 0.172
H 5.37651 -0.35300 0.85790 -1.649 0.951 -0.630 0.446
H 4.36038 1.23121 0.50709 0.210 -1.570 -0.084 -0.039
H 3.21180 -2.13016 -1.01018 0.040 0.074 1.523 0.178
H 3.79982 -2.90091 0.61764 -0.903 1.421 -0.936 0.314
H 2.01964 -2.58307 0.31871 1.618 0.552 -0.329 0.313
H 2.03234 1.20964 1.12318 -0.411 -1.629 -0.589 0.225
H 1.04737 -0.26175 1.59339 0.934 0.458 -1.474 0.288
H 2.64702 -0.37007 -2.11417 -0.776 1.264 0.290 0.280
H 2.74551 1.43678 -1.68721 -1.362 -1.428 -0.262 -0.308
H 1.38201 0.77938 -2.81832 1.051 -0.327 1.465 0.533
H -0.21094 -1.55215 -0.05554 0.393 0.373 -1.473 0.226
H 0.77949 -1.75641 -1.68267 -1.249 0.808 1.127 0.184
H -0.76927 -0.64450 -1.59758 1.292 -0.936 0.679 0.169
H -1.04428 0.43943 1.31257 -0.048 1.388 -1.064 0.384
H -2.99806 2.28384 1.69022 1.518 -0.055 -1.411 0.201
H -5.43041 4.84755 0.08506 1.820 -0.932 0.175 0.334
H -4.71881 3.58552 1.24086 0.005 0.541 -1.533 0.290
H -4.31944 2.76850 -1.75689 -0.529 0.057 1.467 0.336
H -6.05958 3.14618 -1.30265 1.581 -0.248 0.536 0.312
H -4.75598 0.63210 -1.97793 -0.512 0.048 1.428 0.352
H -6.28733 0.09826 -1.04073 1.534 0.792 -0.143 0.040
H -4.46240 -0.63680 0.93584 -0.008 0.111 -1.464 0.253
H -3.30912 -0.81000 -0.50483 -1.417 0.494 0.527 -0.680
H -7.32112 -1.92834 -0.10656 0.960 -1.178 0.129 0.339
H -6.87248 -3.71745 -0.44346 0.568 1.711 0.395 0.166
H -6.93028 -3.95684 1.93075 1.004 1.201 -0.576 0.389
H -5.21422 -3.20507 1.82009 -1.641 0.133 -0.019 0.188
H -6.92252 -0.85275 1.82097 0.127 -1.297 1.370 0.151
H -7.82689 -2.06656 2.99594 1.338 0.740 -0.623 0.296
H -5.00142 -4.07318 -1.97495 1.371 1.676 0.564 -0.522
H -3.48222 -3.82819 -0.96020 -1.195 0.768 -0.743 0.146
H -2.59642 -1.93413 -2.26226 -1.280 -0.481 -0.758 -0.866
H -4.19794 -1.76752 -3.24866 1.291 -0.890 0.591 0.289
H -2.86598 -2.92004 -4.86156 0.229 -0.988 1.288 0.399
H -3.38875 -4.47708 -3.96886 0.613 1.639 0.091 -0.032
H -0.76143 -4.18949 -4.50130 -0.815 0.532 1.469 0.345
H -0.75573 -2.93694 -3.10947 -0.794 -1.503 -0.465 -0.036
H 0.89885 -4.80887 -1.82273 -1.878 -0.112 -0.474 0.322
H -1.29709 4.64793 -1.92860 0.171 -1.582 1.228 0.276
H 0.67432 2.81775 -2.31705 -1.177 -0.131 1.346 0.186
Cl 3.60192 3.73202 -0.59344 0.074 0.142 0.042 -0.052
C 4.34218 4.46301 -2.02145 0.316 0.066 0.055 -0.317
Cl 3.22526 4.46601 -3.39235 -0.029 0.166 -0.068 -0.162
H 4.61775 5.49050 -1.78891 -0.185 -0.140 -0.035 0.381
H 5.23115 3.89389 -2.29090 -0.234 -0.045 -0.008 0.153
Cl -3.52404 -8.00880 -4.37614 0.053 -0.022 0.059 -0.170
C -4.12189 -7.15610 -2.94811 0.163 -0.096 0.303 0.105
Cl -5.28666 -5.90248 -3.39312 -0.411 -0.599 -0.190 -0.180
H -4.60780 -7.87122 -2.28621 -0.023 0.105 -0.215 0.363
H -3.28011 -6.69037 -2.43557 -0.087 0.059 -0.202 -0.063
Cl 6.36861 2.00455 -6.07909 -0.375 -0.019 0.031 -0.078
C 4.67589 1.77891 -5.61932 -0.225 0.039 -0.203 -0.472
Cl 4.53080 1.33506 -3.91539 0.037 -0.126 -0.081 -0.015
H 4.13552 2.70937 -5.78939 0.141 -0.085 0.146 0.240
H 4.24588 0.98571 -6.22927 0.135 0.047 0.167 0.316
Cl 11.15802 3.04546 -8.50514 -0.044 0.022 -0.096 -0.162
C 9.46839 2.81878 -8.03836 -0.157 0.030 -0.168 -0.273
Cl 9.32917 2.37501 -6.33301 0.315 0.051 -0.069 -0.156
H 8.92701 3.74851 -8.20684 0.157 -0.102 0.120 0.294
H 9.03688 2.02504 -8.64643 0.148 0.051 0.159 0.294
Cl 5.48267 -1.91094 5.00893 0.225 -0.177 0.213 -0.131
C 4.79171 -1.11422 6.42601 0.030 0.024 0.207 -0.399
Cl 3.55674 0.04861 5.93345 -0.025 0.103 0.195 -0.038
H 4.33594 -1.86376 7.07119 -0.004 0.085 -0.213 0.284
H 5.58226 -0.59441 6.96536 -0.111 -0.001 -0.202 0.279
Cl -4.80265 -2.65518 7.45241 -0.088 -0.062 0.047 -0.184
C -4.29058 -2.80371 5.76614 -0.163 -0.069 -0.225 0.260
Cl -2.65363 -2.17729 5.53729 0.007 -0.016 -0.105 -0.114
H -4.30969 -3.85484 5.48212 0.104 0.130 0.161 0.275
H -4.97608 -2.23938 5.13730 0.248 -0.069 0.277 -0.161
Cl 0.87933 2.11567 4.29908 0.022 0.102 -0.022 -0.017
C 0.18209 2.03309 5.92301 -0.069 0.161 0.172 -0.323
Cl -0.09795 0.35754 6.41107 -0.066 0.058 0.084 -0.148
H 0.87024 2.49751 6.62763 -0.001 -0.174 -0.173 0.117
H -0.76723 2.56683 5.92846 0.111 -0.169 -0.121 0.353
Cl 7.31258 -2.31128 -0.92091 0.046 -0.061 -0.015 -0.143
C 8.22029 -0.81964 -1.19890 0.256 0.082 -0.104 -0.335
Cl 7.22409 0.60361 -0.87578 0.473 0.167 -0.203 -0.078
H 9.08537 -0.80343 -0.53774 -0.224 -0.018 -0.013 0.302
H 8.54853 -0.79349 -2.23693 -0.177 -0.017 0.137 0.279
Cl 6.00612 3.45285 6.90314 0.052 0.009 -0.076 -0.160
C 4.68104 4.13732 5.95436 0.027 0.018 -0.294 -0.187
Cl 3.17338 4.14895 6.87674 -0.037 0.073 -0.041 -0.142
H 4.93453 5.15975 5.67862 -0.047 -0.140 0.185 0.338
H 4.54141 3.53639 5.05673 -0.024 -0.023 0.230 0.151
Cl -1.74388 5.93256 3.39012 0.072 -0.017 -0.071 -0.148
C -3.06659 6.60606 2.43011 0.074 0.121 -0.330 0.411
Cl -4.58136 6.61241 3.34247 -0.122 0.033 -0.034 -0.190
H -2.81674 7.62891 2.15242 -0.036 -0.115 0.219 0.303
H -3.19610 6.00086 1.53312 0.065 0.032 0.296 -0.315
```
Positions in Å, forces in eV/Å.

## Properties
E: -11039.25416 a.u.
2S+1: 1
Structure (SMILES): CC(C)(C)CC(C)(C)c1ccc(OCCOCCB(CCCF)CCCCOC=O)cc1.ClCCl.ClCCl.ClCCl.ClCCl.ClCCl.ClCCl.ClCCl.ClCCl.ClCCl.ClCCl
LUMO: 0.29 eV
Charge: 0